Molecular formula: C3H7Cl3OSi
Method: DFT, ωB97M-V/def2-TZVPD

Geometry as XYZ:
```
15
Properties=species:S:1:pos:R:3:nbo_charge:R:1
C -0.30 0.81 1.93 -0.23
C -0.23 -2.32 -0.77 -1.11
C 1.73 0.21 -1.11 -0.85
O -0.12 -0.22 1.10 -0.89
Si 0.32 -0.55 -0.40 1.79
Cl 2.09 -0.38 -2.71 -0.01
Cl 2.36 1.81 -0.72 -0.01
Cl -2.17 2.19 -0.90 -0.27
H 0.62 1.42 1.74 0.18
H -0.48 0.63 3.08 0.19
H -1.20 1.37 1.50 0.17
H -1.37 -2.25 -1.03 0.25
H 0.36 -2.80 -1.43 0.24
H -0.29 -2.94 0.14 0.26
H -1.32 3.03 -0.40 0.28
```

The SMILES is CO[Si](C)=C(Cl)Cl.Cl. Its frontier orbital gap is 7.72 eV. Its net charge is 0. Its relative energy (zero: lowest compared OMol25 entry of this formula, charge and spin) is 3.3596 eV.

Molecular formula: C3H7ClN2
Method: DFT, ωB97M-V/def2-TZVPD

Geometry as XYZ:
```
13
Properties=species:S:1:pos:R:3:nbo_charge:R:1
C -0.13 0.05 -0.09 0.52
C -0.72 2.00 0.43 -0.65
C 1.74 -1.40 0.01 -0.44
N 1.07 -0.17 0.03 -0.51
N -1.29 -0.55 -0.59 -0.66
Cl -2.89 0.10 -0.34 0.15
H -0.01 2.61 0.89 0.19
H -1.59 1.68 1.05 0.21
H -0.83 2.34 -0.63 0.21
H 2.13 -1.50 -1.01 0.20
H 1.21 -2.32 0.22 0.17
H 2.60 -1.33 0.73 0.21
H -1.30 -1.52 -0.70 0.39
```

Its frontier orbital gap is 8.61 eV. Its net charge is 0. Its relative energy (zero: lowest compared OMol25 entry of this formula, charge and spin) is 4.5124 eV.

These records have max |F| values of 5.586; 6.541 eV/Å, in the order they appear.